No. 1
DFT (ωB97M-V/def2-TZVPD) results for one molecule with the formula C2Cl2F2S in a non-equilibrium geometry.

Each line ends with the Löwdin charge.
Element x y z (Å)
S -1.903 -0.634 0.414  0.3699
F 1.275 -1.606 0.499  0.0218
C 0.016 0.185 0.043  -0.4059
Cl 2.836 0.285 -0.292  0.6821
F -0.323 1.442 -0.288  -0.0529
C 1.221 -0.390 0.012  -0.7273
Cl -3.122 0.718 -0.388  0.1123

Computed properties:
* HOMO-LUMO gap: 8.70 eV
* electronic energy: -1594.4183 Ha
* SMILES: F/C(Cl)=C(/F)SCl
* lowest unoccupied orbital energy: -0.67 eV
* multiplicity: 1
* energy relative to the best compared isomer or geometry (same formula, charge and spin): 1.069 eV

***

No. 2
DFT (ωB97M-V/def2-TZVPD) results for an isolated ion of composition C2Cl2NO3P and charge -2 in a non-equilibrium geometry.

Each line ends with the Löwdin charge.
Element x y z (Å)
N -1.451 -2.139 0.506  0.1091
Cl -1.385 0.834 -1.649  0.5457
O 1.654 -0.567 1.189  -0.4580
C -1.121 -1.151 0.094  -0.4941
O 1.643 -0.274 -1.378  -0.4820
C -0.699 0.200 -0.205  -1.2435
O 1.503 1.802 0.225  -0.4789
P 1.350 0.315 -0.006  0.0183
Cl -1.495 0.980 1.225  0.4835

Computed properties:
* HOMO-LUMO gap: 5.92 eV
* electronic energy: -1618.5104 Ha
* SMILES: N#CC(Cl)(Cl)P(=O)([O-])[O-]
* lowest unoccupied orbital energy: 5.79 eV
* charge: -2
* multiplicity: 1
* energy relative to the best compared isomer or geometry (same formula, charge and spin): 1.081 eV

***

No. 3
DFT (ωB97M-V/def2-TZVPD) results for one molecule with the formula C2Cl3F in a non-equilibrium geometry.

Each line ends with the Löwdin charge.
Element x y z (Å)
Cl 0.807 1.914 0.094  0.6918
C -0.589 -0.315 0.019  -0.8586
Cl 2.042 -0.676 -0.072  0.6619
Cl -2.150 0.401 -0.089  0.7202
C 0.627 0.289 -0.158  -1.2219
F -0.737 -1.612 0.207  0.0066

Computed properties:
* HOMO-LUMO gap: 9.92 eV
* electronic energy: -1556.6103 Ha
* SMILES: FC(Cl)=C(Cl)Cl
* lowest unoccupied orbital energy: 0.56 eV
* multiplicity: 1
* energy relative to the best compared isomer or geometry (same formula, charge and spin): 0.286 eV

***

No. 4
DFT (ωB97M-V/def2-TZVPD) results for C2Cl3NO2 as an isolated structure in a non-equilibrium geometry.

Each line ends with the Löwdin charge.
Element x y z (Å)
O 2.261 -1.311 -0.451  -0.0475
C 0.656 -0.399 -0.248  -0.2866
Cl -0.617 2.286 0.553  0.6135
N 1.160 -0.985 -1.274  0.0871
O 1.648 -0.651 0.636  0.0062
Cl -2.153 0.509 -1.142  0.6271
C -1.193 0.685 0.266  -1.6281
Cl -1.761 -0.134 1.660  0.6282

Computed properties:
* HOMO-LUMO gap: 9.59 eV
* electronic energy: -1661.7484 Ha
* lowest unoccupied orbital energy: -1.09 eV
* multiplicity: 1
* energy relative to the best compared isomer or geometry (same formula, charge and spin): 4.166 eV

***

No. 5
DFT (ωB97M-V/def2-TZVPD) results for a 2-piece molecular cluster, C2Cl5FO overall in a non-equilibrium geometry.

Each line ends with the Löwdin charge.
Element x y z (Å)
Cl -0.149 -0.049 -2.231  0.6000
O -0.661 0.158 1.801  0.0958
Cl 2.300 0.230 -0.706  0.6136
C 0.780 0.722 -0.968  -1.6148
Cl 2.388 -1.671 0.796  -0.1043
Cl 0.242 2.273 -0.412  0.6433
C -1.327 -0.246 0.944  -0.9516
F -2.217 0.544 0.365  0.0578
Cl -1.355 -1.960 0.411  0.6602

Computed properties:
* HOMO-LUMO gap (alpha / beta): 6.70 / 8.44 eV
* electronic energy: -2552.1601 Ha
* lowest unoccupied orbital energy (alpha / beta): -2.46 / -1.68 eV
* multiplicity: 1
* energy relative to the best compared isomer or geometry (same formula, charge and spin): 0.000 eV

***

No. 6
DFT (ωB97M-V/def2-TZVPD) results for one molecule with the formula C2Cl5NO2 in a non-equilibrium geometry.

Each line ends with the Löwdin charge.
Element x y z (Å)
C 0.231 0.184 0.241  -0.7480
C 1.546 -0.503 -0.170  -1.6578
N -1.102 -0.150 -0.442  -0.4363
Cl 2.865 0.004 0.799  0.6691
Cl 1.635 -0.004 -1.772  0.7551
Cl 0.138 3.437 1.009  -0.0554
O -1.087 -1.025 -1.296  0.0172
Cl -0.070 1.009 1.594  0.7929
Cl 1.300 -2.319 0.026  0.5891
O -2.094 0.239 0.042  0.0740

Computed properties:
* HOMO-LUMO gap (alpha / beta): 8.39 / 7.04 eV
* electronic energy: -2582.1619 Ha
* lowest unoccupied orbital energy (alpha / beta): -2.70 / -3.13 eV
* multiplicity: 1
* energy relative to the best compared isomer or geometry (same formula, charge and spin): 2.494 eV

***

No. 7
DFT (ωB97M-V/def2-TZVPD) results for a 2-piece molecular cluster, C2Cl6NP overall in a non-equilibrium geometry.

Each line ends with the Löwdin charge.
Element x y z (Å)
Cl 1.198 3.123 -0.717  0.3737
Cl 1.775 -1.593 -0.988  0.5982
Cl -0.661 0.967 -2.082  0.3059
C 0.532 -1.958 0.209  -1.2033
Cl 0.214 -3.622 0.402  0.6614
P -0.028 1.682 -0.357  -0.5581
N 0.584 0.807 0.806  -0.2946
Cl -1.495 -0.930 1.788  0.7536
C -0.288 -1.083 0.708  -0.8036
Cl -1.831 2.607 0.232  0.1669

Computed properties:
* HOMO-LUMO gap (alpha / beta): 8.75 / 8.75 eV
* electronic energy: -3233.4081 Ha
* lowest unoccupied orbital energy (alpha / beta): -0.87 / -0.87 eV
* multiplicity: 1

***

No. 8
DFT (ωB97M-V/def2-TZVPD) results for a 2-piece molecular cluster, C2ClF4NO2 overall in a non-equilibrium geometry.

Each line ends with the Löwdin charge.
Element x y z (Å)
N -0.130 1.201 0.468  -0.3868
F 1.294 -1.583 -1.176  0.0997
F -2.272 0.645 -0.262  0.2161
C 0.837 -1.438 0.046  -0.7753
F -0.854 0.909 -1.844  0.1432
O -0.466 1.120 1.655  0.0582
C -1.013 0.724 -0.503  -0.2723
O 0.982 1.562 -0.030  -0.0012
F -0.179 -2.305 0.378  0.0331
Cl 1.800 -0.835 1.267  0.8852

Computed properties:
* HOMO-LUMO gap (alpha / beta): 9.44 / 6.86 eV
* electronic energy: -1140.8460 Ha
* lowest unoccupied orbital energy (alpha / beta): -0.57 / -2.18 eV
* multiplicity: 1
* energy relative to the best compared isomer or geometry (same formula, charge and spin): 4.288 eV

***

No. 9
DFT (ωB97M-V/def2-TZVPD) results for a 2-piece molecular cluster, C2ClNO2S overall in a non-equilibrium geometry.

Each line ends with the Löwdin charge.
Element x y z (Å)
O -3.342 0.394 0.304  -0.6890
S -2.618 0.601 1.605  0.6879
C 0.839 -0.984 -0.677  -0.2169
N 0.126 -1.649 -1.282  0.2076
Cl 0.812 1.594 -0.523  0.6846
O 2.601 -0.024 0.587  0.1085
C 1.581 0.068 -0.013  -0.7826

Computed properties:
* HOMO-LUMO gap (alpha / beta): 7.77 / 7.80 eV
* electronic energy: -1139.7281 Ha
* SMILES: N#CC(=O)Cl.O=S
* lowest unoccupied orbital energy (alpha / beta): -1.84 / -1.81 eV
* multiplicity: 1
* energy relative to the best compared isomer or geometry (same formula, charge and spin): 0.794 eV

***

No. 10
DFT (ωB97M-V/def2-TZVPD) results for a 2-piece molecular cluster, C2ClNOS overall in a non-equilibrium geometry.

Each line ends with the Löwdin charge.
Element x y z (Å)
C -1.386 -0.356 0.279  -0.8186
S 0.748 1.338 0.462  0.6446
C 1.828 0.282 -0.207  -0.8812
O -1.266 -1.436 0.739  0.1041
Cl -2.504 0.494 -0.455  0.8888
N 2.580 -0.323 -0.818  0.0624

Computed properties:
* HOMO-LUMO gap (alpha / beta): 7.09 / 6.85 eV
* electronic energy: -1064.4851 Ha
* lowest unoccupied orbital energy (alpha / beta): -2.34 / -2.53 eV
* multiplicity: 1
* energy relative to the best compared isomer or geometry (same formula, charge and spin): 2.234 eV